The following is a quantum chemistry calculation of a structure of composition C60H42N4O5P2RhS2Se, from OMol25.

XYZ file:
```
117
Properties=species:S:1:pos:R:3
C 2.53 -0.98 -4.11
H -5.71 5.14 -0.64
H 0.80 2.65 3.22
C -0.39 2.53 -2.47
C -1.13 -3.21 2.81
H 3.82 -2.52 5.38
C 0.41 -4.58 -0.05
C -4.76 3.32 -0.01
H 2.15 -0.68 5.36
H -2.70 2.64 2.53
C 2.58 -4.02 -2.01
C 0.05 3.45 -3.41
C -5.82 -3.45 2.54
H -3.26 -0.12 -3.59
C 0.93 5.84 0.25
C 0.04 1.98 3.60
H 2.53 -2.14 -0.85
H 0.55 -6.60 -0.88
C -2.40 1.81 0.60
C -3.46 -3.53 3.07
C -1.06 0.93 5.47
H 3.73 -2.62 -4.62
C 2.43 -3.05 2.34
H -2.37 -0.16 2.54
C -4.16 2.46 -0.95
H 1.28 6.85 0.12
C 2.89 -2.28 -4.03
C 1.47 -0.46 -3.24
H -0.38 -4.86 0.63
C -5.89 4.07 -0.67
H -6.39 -1.99 0.07
H -4.99 -3.48 4.58
H -2.59 -0.50 4.97
C 1.41 -1.17 3.42
C 3.17 -2.38 4.53
C 1.61 1.83 -4.19
C 0.03 3.20 0.62
H 3.99 -4.03 3.42
C 1.09 0.96 -3.26
H -2.01 -4.29 4.45
C -5.93 3.53 -2.13
C 0.89 -3.33 -0.08
C -4.44 1.66 -3.20
C -2.84 0.65 -1.67
Se 4.60 1.19 -6.68
O 1.96 0.57 -0.71
C -3.62 -2.80 1.86
C -2.56 -2.25 1.12
C 1.86 -2.95 -1.14
Rh 0.08 -0.11 -0.71
C -4.82 2.51 -2.20
H -4.63 -0.96 -1.29
H 1.47 3.83 -4.98
H -6.83 3.90 -0.15
C 3.18 0.00 -4.99
S -1.95 -0.81 -1.27
H 3.66 -4.07 -1.91
C -0.18 5.58 1.04
C -4.28 3.29 1.26
N 3.32 2.15 -5.88
H -4.74 3.86 2.07
P -0.54 1.46 0.92
H -1.16 2.80 -1.76
C -3.10 2.56 1.53
H -4.91 1.66 -4.17
C 1.60 4.78 -0.34
H -4.86 -5.02 3.75
C -5.36 -2.07 0.39
H 0.71 -0.36 3.44
H 2.31 -6.18 -2.44
C 1.03 -2.59 -2.37
H 1.62 -3.95 -4.04
N 0.13 1.31 -2.38
C -0.74 1.24 2.72
C 2.06 -3.27 -3.29
N 4.17 -0.29 -5.78
H -1.47 4.13 1.86
C -3.01 -1.54 -0.04
C -3.06 1.63 -0.66
C -1.71 0.37 3.22
H -0.70 6.39 1.54
C 0.96 -5.60 -0.96
H -5.77 4.33 -2.86
O 3.24 -0.58 0.99
H -0.41 4.43 -3.43
H 0.48 2.41 5.65
H 0.06 -3.08 -2.38
S 2.70 0.72 0.65
C -0.62 4.28 1.22
N 0.82 -1.18 -2.42
H -1.18 0.80 6.53
C 1.49 -2.02 2.33
C -0.13 1.83 4.97
C 3.26 -3.23 3.44
O 1.57 1.11 1.55
C 1.16 3.48 -0.16
C 1.08 3.12 -4.26
H 1.71 2.68 -0.63
C 2.71 1.37 -5.04
H 2.48 4.95 -0.94
C 2.24 -1.36 4.52
H 2.54 -3.73 1.51
C -2.21 -3.74 3.54
O 3.66 1.78 0.48
C -4.99 -2.73 1.52
O -1.96 -1.69 -2.44
H -6.89 3.08 -2.36
C -3.47 0.68 -2.89
H -6.58 -2.80 2.97
C 1.94 -5.37 -1.83
C -1.85 0.20 4.59
H -6.35 -4.29 2.08
H -0.14 -3.39 3.21
P 0.33 -1.92 0.91
C -1.25 -2.47 1.65
C -4.35 -1.48 -0.38
C -4.81 -3.94 3.61
```

Summary:
Orbital gap (eV): 7.18
Molar mass (u): 1206.97
Total charge: +1